The following is a DFT calculation (ωB97M-V/def2-TZVPD) of a molecular structure, C40H46P2SiW in a non-equilibrium geometry.

Geometry as XYZ:
```
90
Properties=species:S:1:pos:R:3:mulliken_charge:R:1
W 0.89 0.04 1.53 1.551
C 1.10 -0.46 -4.93 -0.407
C -0.10 0.08 -4.70 -0.299
C -1.39 -0.46 -5.26 -0.822
C -1.53 -2.00 -5.28 -1.143
C -0.98 -2.74 -4.10 -0.067
C 0.26 -3.23 -4.01 -0.598
C 1.34 -3.03 -5.03 -0.940
C 1.35 -1.68 -5.78 -0.921
C -0.23 -0.56 3.27 -1.708
H 2.01 0.00 -4.53 0.404
H -0.19 1.04 -4.18 0.681
H -1.51 -0.11 -6.30 0.362
H -2.23 -0.04 -4.69 0.271
H -2.62 -2.21 -5.31 0.438
H -1.12 -2.39 -6.22 0.360
H -1.71 -2.93 -3.30 0.694
H 0.53 -3.95 -3.24 0.736
H 1.26 -3.84 -5.78 0.308
H 2.32 -3.16 -4.54 0.362
H 2.35 -1.58 -6.21 0.486
H 0.64 -1.73 -6.62 0.324
H 0.73 -0.42 3.82 0.607
H -0.64 -1.55 3.49 0.575
H -0.94 0.23 3.54 0.438
P -0.20 1.29 -0.04 1.111
P -0.40 -1.79 0.80 1.822
C -0.76 0.05 -1.22 -0.118
C -0.99 -1.22 -0.81 -1.064
C -1.26 2.74 -0.16 0.201
C -1.93 3.03 -1.36 -0.324
C -2.70 4.19 -1.45 -0.598
C -2.82 5.04 -0.34 -0.636
C -2.19 4.72 0.87 -0.646
C -1.42 3.57 0.96 -0.310
C 1.43 1.83 -0.71 0.854
C 2.47 0.93 -0.42 -0.048
C 3.75 1.26 -0.89 -0.929
C 3.98 2.47 -1.55 -0.761
C 2.94 3.39 -1.74 -0.627
C 1.65 3.08 -1.31 -0.795
C -1.89 -2.58 1.51 0.367
C -2.97 -1.76 1.88 -0.251
C -4.17 -2.33 2.31 -0.715
C -4.30 -3.72 2.37 -0.563
C -3.20 -4.54 2.07 -0.651
C -2.00 -3.98 1.65 -0.588
C 0.79 -3.19 0.59 -0.423
C 1.59 -3.59 1.66 -0.168
C 2.62 -4.51 1.45 -0.736
C 2.84 -5.04 0.18 -0.690
C 2.01 -4.67 -0.89 -0.200
C 0.99 -3.74 -0.69 -0.024
H -0.83 0.34 -2.27 -0.092
H -1.58 -1.94 -1.39 0.714
H -1.85 2.34 -2.20 0.292
H -3.20 4.43 -2.39 0.451
H -3.42 5.95 -0.42 0.410
H -2.30 5.37 1.74 0.448
H -0.91 3.32 1.89 0.016
H 2.29 -0.06 0.17 0.277
H 4.58 0.56 -0.73 0.501
H 4.98 2.70 -1.92 0.444
H 3.13 4.35 -2.24 0.459
H 0.83 3.79 -1.44 0.440
H -2.88 -0.67 1.82 0.326
H -5.01 -1.68 2.59 0.425
H -5.25 -4.17 2.67 0.401
H -3.29 -5.62 2.16 0.427
H -1.15 -4.62 1.41 0.429
H 1.42 -3.18 2.66 0.454
H 3.25 -4.81 2.28 0.443
H 3.67 -5.73 0.01 0.423
H 2.17 -5.10 -1.88 0.491
H 0.34 -3.41 -1.50 -0.162
C -0.56 2.91 6.30 -0.997
Si 0.74 3.51 5.07 -0.215
C 0.50 5.34 4.71 -0.884
C 2.47 3.07 5.65 -0.958
C 0.49 2.57 3.51 0.975
C 0.60 1.77 2.55 -1.019
H -0.51 3.44 7.26 0.357
H -0.43 1.84 6.49 0.329
H -1.56 3.06 5.88 0.324
H 0.63 5.93 5.62 0.345
H 1.21 5.70 3.95 0.324
H -0.52 5.52 4.32 0.253
H 2.56 1.98 5.78 0.293
H 3.23 3.37 4.91 0.320
H 2.73 3.55 6.61 0.354
```

Relative energy (zero: lowest compared OMol25 entry of this formula, charge and spin)   0.000 eV
Multiplicity   3
Orbital gap (alpha / beta)   5.8 / 6.0 eV
Charge   +2



The following is a DFT calculation (ωB97M-V/def2-TZVPD) of a molecular structure, C4H6ClFNO6SV in a non-equilibrium geometry.

Geometry as XYZ:
```
21
Properties=species:S:1:pos:R:3:mulliken_charge:R:1
C 1.90 -1.38 0.29 -0.869
C 1.38 0.10 -0.17 -0.378
C 0.14 0.12 -1.22 -0.357
Cl -0.45 1.91 -1.38 -0.156
N -1.05 -0.74 -0.87 0.060
C -0.98 -2.13 -1.43 0.542
O -1.95 -3.00 -1.02 -0.427
O -0.02 -2.66 -2.42 -0.445
S -1.51 -0.67 0.80 1.080
O -3.08 -0.83 0.82 -0.534
O -1.00 -1.90 1.65 -0.481
F -1.21 0.85 1.58 -0.219
H 3.09 -1.32 0.34 0.324
H 1.67 -2.25 -0.47 0.223
H 1.59 -1.66 1.41 0.266
H 1.22 0.75 0.81 0.194
H 2.30 0.61 -0.73 0.382
H 0.60 -0.12 -2.30 0.473
O -2.33 5.77 1.36 -0.672
V -0.88 4.78 1.43 1.640
O 0.56 3.78 1.51 -0.647
```

Multiplicity   1
Orbital gap   1.9 eV



The following is a DFT calculation (ωB97M-V/def2-TZVPD) of a single C20H19NO4 molecule in a non-equilibrium geometry.

Geometry as XYZ:
```
44
Properties=species:S:1:pos:R:3:mulliken_charge:R:1
N -3.51 2.18 -1.50 -0.689
C -2.91 0.87 -1.17 -0.261
C -1.42 1.08 -0.83 -1.221
C -0.74 -0.15 -0.28 -0.247
C -0.02 -1.01 -1.12 0.575
C 0.17 -0.76 -2.61 -0.485
C 1.61 -1.07 -3.13 -0.679
C 2.23 0.10 -3.90 -0.777
C 3.25 -0.35 -4.94 0.508
O 3.15 -1.35 -5.61 -0.511
O 4.36 0.46 -5.11 -0.493
C 0.57 -2.13 -0.59 -0.611
C 0.50 -2.46 0.74 -1.377
C -0.19 -1.62 1.58 0.926
C -0.80 -0.50 1.06 0.956
C -1.51 0.40 2.06 -0.178
O -2.59 0.93 1.84 -0.554
C -0.77 0.56 3.36 0.425
C -0.68 1.76 4.01 -0.566
C 0.05 1.81 5.18 -0.642
C 0.66 0.69 5.67 -0.446
C 0.57 -0.52 5.03 -0.861
C -0.16 -0.56 3.87 0.612
C -0.30 -1.84 3.06 -0.223
O -0.51 -2.92 3.58 -0.550
H -4.30 2.37 -0.89 0.276
H -2.86 2.93 -1.29 0.260
H -2.99 0.20 -2.03 0.292
H -3.45 0.44 -0.33 0.310
H -0.92 1.43 -1.74 0.614
H -1.31 1.88 -0.09 0.424
H -0.54 -1.38 -3.16 0.321
H -0.03 0.28 -2.87 0.159
H 2.30 -1.37 -2.33 0.582
H 1.51 -1.89 -3.85 0.300
H 2.70 0.86 -3.27 0.306
H 1.42 0.60 -4.46 0.411
H 4.06 1.38 -5.15 0.338
H 1.15 -2.80 -1.23 0.550
H 0.99 -3.33 1.17 0.506
H -1.18 2.62 3.58 0.483
H 0.14 2.76 5.69 0.391
H 1.22 0.81 6.59 0.381
H 1.08 -1.40 5.40 0.467
```

Relative energy (zero: lowest compared OMol25 entry of this formula, charge and spin)   1.244 eV
SMILES string   NCCc1c(CCCC(=O)O)ccc2c1C(=O)c1ccccc1C2=O
Multiplicity   1
Orbital gap   8.7 eV



The following is a DFT calculation (ωB97M-V/def2-TZVPD) of a molecular structure, C51H39N5O3S4ScSe.

Geometry as XYZ:
```
104
Properties=species:S:1:pos:R:3:mulliken_charge:R:1
Sc -0.39 -0.27 0.26 0.374
C 0.24 -3.58 3.67 -0.351
O -1.06 -3.72 3.04 -0.440
C -1.16 -2.72 2.18 -0.513
N -0.17 -1.93 2.02 1.524
C 0.92 -2.43 2.89 -0.768
C 1.56 -1.42 3.82 -0.290
C 2.69 -1.84 4.52 -0.661
C 3.34 -0.97 5.39 -0.684
C 2.86 0.32 5.55 -0.664
C 1.73 0.73 4.87 -0.466
C 1.07 -0.14 4.01 0.480
C -2.39 -2.62 1.38 0.191
C -3.52 -3.40 1.64 -0.821
C -4.62 -3.24 0.83 -0.900
C -4.57 -2.32 -0.21 -0.781
C -3.40 -1.60 -0.39 0.111
N -2.33 -1.74 0.39 0.771
C -3.25 -0.56 -1.42 -0.391
N -2.24 0.21 -1.48 0.957
C -2.54 1.22 -2.52 -0.644
C -3.85 0.69 -3.15 -0.603
O -4.26 -0.39 -2.28 -0.518
C -2.64 2.60 -1.94 0.264
C -3.45 2.85 -0.84 -0.302
C -3.60 4.14 -0.36 -0.955
C -2.93 5.19 -0.97 -0.418
C -2.12 4.95 -2.07 -0.794
C -1.98 3.66 -2.55 -0.222
H 0.75 -4.54 3.57 0.347
H 0.08 -3.34 4.72 0.364
H 1.70 -2.80 2.22 0.493
H 3.08 -2.84 4.38 0.419
H 4.22 -1.30 5.92 0.411
H 3.37 1.01 6.22 0.439
H 1.36 1.74 4.99 0.388
H 0.18 0.19 3.50 0.141
H -3.51 -4.10 2.47 0.720
H -5.52 -3.82 1.00 0.502
H -5.40 -2.16 -0.88 0.650
H -1.73 1.20 -3.26 0.533
H -3.73 0.29 -4.15 0.339
H -4.65 1.44 -3.13 0.344
H -3.94 2.03 -0.33 0.479
H -4.21 4.32 0.51 0.374
H -3.04 6.20 -0.59 0.464
H -1.59 5.76 -2.55 0.422
H -1.35 3.47 -3.41 0.698
S 1.63 4.82 -1.87 0.057
C 1.69 6.21 -2.85 -0.532
C 1.59 5.91 -4.18 -0.727
C 1.46 4.52 -4.40 -0.583
C 1.45 3.80 -3.23 0.325
C 1.32 2.35 -3.07 0.287
C 0.63 1.83 -1.97 -0.799
N 0.51 0.54 -1.73 1.570
C 1.06 -0.34 -2.59 -0.541
C 1.77 0.07 -3.73 0.916
C 2.38 -0.92 -4.57 -1.029
C 2.29 -2.23 -4.26 -1.218
C 1.58 -2.68 -3.09 0.769
C 1.51 -4.03 -2.72 -1.187
C 0.81 -4.39 -1.59 0.114
C 0.18 -3.36 -0.86 0.589
N 0.25 -2.09 -1.17 1.220
C 0.94 -1.74 -2.28 -0.378
C 0.71 -5.78 -1.12 0.453
C 1.21 -6.91 -1.71 -0.535
C 0.93 -8.08 -0.98 -0.685
C 0.22 -7.83 0.16 -0.405
S -0.11 -6.17 0.34 0.072
C 1.89 1.45 -3.96 -0.790
H 1.81 7.18 -2.41 0.488
H 1.61 6.65 -4.96 0.431
H 1.34 4.07 -5.37 0.500
H 0.18 2.50 -1.25 -0.187
H 2.92 -0.60 -5.44 0.516
H 2.77 -2.98 -4.88 0.497
H 2.02 -4.77 -3.32 0.442
H -0.40 -3.61 0.02 -0.680
H 1.76 -6.91 -2.64 0.400
H 1.24 -9.07 -1.28 0.419
H -0.12 -8.54 0.90 0.441
H 2.47 1.80 -4.80 0.608
Se -2.14 0.91 1.81 -0.001
C -1.37 2.59 2.33 0.198
C -1.18 2.86 3.68 -0.847
C -0.66 4.09 4.07 -0.613
C -0.32 5.04 3.13 -0.851
C -0.52 4.77 1.78 -0.798
C -1.05 3.56 1.39 0.856
H -1.44 2.12 4.42 0.525
H -0.52 4.29 5.13 0.445
H 0.09 6.00 3.44 0.411
H -0.27 5.52 1.04 0.451
H -1.24 3.37 0.34 -0.199
C 4.91 -0.19 2.03 -0.730
O 3.77 0.66 1.89 -0.127
C 2.74 0.25 1.16 0.355
S 2.69 -1.23 0.40 -0.300
S 1.48 1.39 1.11 -0.531
H 5.65 0.43 2.53 0.274
H 5.27 -0.52 1.06 0.359
H 4.64 -1.05 2.65 0.273
```

Relative energy (zero: lowest compared OMol25 entry of this formula, charge and spin)   0.000 eV
Multiplicity   1
Orbital gap   6.4 eV
Charge   +1



The following is a DFT calculation (ωB97M-V/def2-TZVPD) of a single C4H9NO2 molecule in a non-equilibrium geometry.

Geometry as XYZ:
```
16
Properties=species:S:1:pos:R:3:mulliken_charge:R:1
O -2.66 0.65 0.20 -0.497
C -1.69 0.01 -0.26 -0.056
C -0.28 0.68 -0.12 0.259
C -0.25 1.59 -1.32 -1.063
N 0.72 -0.33 -0.06 -0.363
C 1.13 -0.93 1.19 -0.296
O 0.96 -2.31 1.32 -0.509
H -1.47 -1.02 -0.39 0.317
H -0.45 1.23 0.89 0.234
H 0.05 2.61 -1.03 0.245
H 0.48 1.15 -2.08 0.294
H -1.31 1.52 -1.66 0.290
H 0.60 -1.11 -0.77 0.278
H 2.14 -0.49 1.36 0.301
H 0.47 -0.48 1.91 0.245
H 1.58 -2.77 0.81 0.322
```

Relative energy (zero: lowest compared OMol25 entry of this formula, charge and spin)   3.454 eV
SMILES string   C[C@@H](C=O)NCO
Multiplicity   1
Orbital gap   9.3 eV



The following is a DFT calculation (ωB97M-V/def2-TZVPD) of 2 unconnected molecules or ions with the total composition C2H5S in a non-equilibrium geometry.

Geometry as XYZ:
```
8
Properties=species:S:1:pos:R:3:mulliken_charge:R:1
S 1.76 1.77 -0.03 -0.877
H 1.99 0.93 0.96 -0.077
C -0.32 -0.83 0.26 -0.522
C -0.93 -0.01 -0.59 -0.286
H -0.15 -0.74 1.33 0.236
H 0.00 -1.86 0.02 0.157
H -0.77 1.07 -0.55 0.156
H -1.58 -0.34 -1.39 0.213
```

Relative energy (zero: lowest compared OMol25 entry of this formula, charge and spin)   1.698 eV
Multiplicity   1
Orbital gap   6.7 eV
Charge   -1



The following is a DFT calculation (ωB97M-V/def2-TZVPD) of a single C7H10 molecule.

Geometry as XYZ:
```
17
Properties=species:S:1:pos:R:3:mulliken_charge:R:1
C -1.83 0.45 -0.28 -1.232
C -1.14 -0.74 -0.54 -0.154
C 0.33 -0.80 -0.81 0.147
C 1.21 0.45 -0.89 -0.847
C 1.41 0.72 0.59 -0.293
C 0.27 0.37 1.35 -0.262
C 0.21 -0.98 0.67 -0.544
H -2.86 0.40 0.05 0.318
H -0.79 0.87 0.98 0.007
H -1.57 1.37 -0.81 0.278
H -1.66 -1.70 -0.56 0.399
H 0.68 -1.65 -1.39 0.391
H 0.78 1.32 -1.41 0.282
H 2.15 0.21 -1.39 0.344
H 2.31 1.19 0.98 0.401
H 0.36 0.40 2.43 0.417
H 0.38 -1.92 1.19 0.348
```

Relative energy (zero: lowest compared OMol25 entry of this formula, charge and spin)   5.118 eV
Multiplicity   1
Orbital gap (alpha / beta)   7.6 / 7.7 eV



The following is a DFT calculation (ωB97M-V/def2-TZVPD) of a molecular structure, C38H53BaN7O3P4.

Geometry as XYZ:
```
106
Properties=species:S:1:pos:R:3:mulliken_charge:R:1
Ba 0.63 -0.50 0.23 1.706
C -3.87 -3.22 -0.26 -0.922
N -2.65 -3.95 -0.60 0.571
C -2.85 -5.18 -1.36 -0.876
P -1.21 -3.60 0.06 0.508
O -1.25 -2.33 0.82 -1.050
O -0.23 -3.53 -1.22 -0.135
P 1.19 -3.18 -1.86 0.166
O 1.31 -1.72 -2.08 -0.939
N 1.27 -4.02 -3.24 0.440
C 1.70 -3.37 -4.49 -0.974
C 1.02 -5.45 -3.37 -0.778
N 2.28 -3.79 -0.78 0.730
C 3.59 -4.24 -1.30 -0.964
C 2.43 -3.11 0.51 -0.911
N -0.55 -4.79 0.98 0.601
C -0.02 -6.05 0.47 -0.712
C -1.13 -4.93 2.32 -1.060
H -4.51 -3.82 0.38 0.309
H -4.42 -2.98 -1.17 0.292
H -3.62 -2.29 0.26 0.229
H -3.43 -5.90 -0.79 0.316
H -1.89 -5.63 -1.63 0.147
H -3.38 -4.96 -2.29 0.355
H 1.87 -2.32 -4.33 0.222
H 0.92 -3.50 -5.24 0.306
H 2.62 -3.84 -4.85 0.312
H 0.70 -5.88 -2.42 0.159
H 1.92 -5.97 -3.70 0.398
H 0.23 -5.62 -4.10 0.326
H 3.47 -4.67 -2.29 0.323
H 3.99 -5.00 -0.64 0.332
H 4.30 -3.41 -1.36 0.337
H 1.45 -2.97 0.97 0.171
H 3.00 -2.17 0.41 0.262
H 2.99 -3.77 1.17 0.456
H 0.46 -5.91 -0.49 -0.147
H -0.80 -6.81 0.38 0.287
H 0.73 -6.42 1.17 0.373
H -1.51 -3.98 2.68 0.315
H -0.36 -5.28 3.01 0.369
H -1.94 -5.67 2.32 0.310
C -1.38 4.59 0.11 -1.356
N -0.96 3.18 0.09 0.574
P 0.09 2.55 -1.11 0.006
C -0.91 2.29 -2.60 0.911
C -2.14 2.91 -2.85 -0.127
C -2.83 2.64 -4.02 -0.780
C -2.30 1.75 -4.96 -0.596
C -1.09 1.13 -4.71 -0.676
C -0.40 1.39 -3.54 -0.593
C 1.16 3.96 -1.51 0.299
C 1.15 4.59 -2.75 -0.468
C 2.01 5.67 -2.98 -0.735
C 2.85 6.11 -1.98 -0.590
C 2.86 5.48 -0.74 -0.789
C 2.02 4.41 -0.51 -0.317
P -1.08 2.22 1.49 1.504
C -0.52 3.31 2.84 0.021
C 0.85 3.31 3.13 0.208
C 1.37 4.16 4.08 -0.980
C 0.52 5.02 4.77 -0.670
C -0.84 5.03 4.49 -0.754
C -1.36 4.18 3.53 -0.482
C -2.87 2.06 1.78 0.560
C -3.77 2.14 0.72 -0.636
C -5.13 1.90 0.93 -0.586
C -5.58 1.57 2.20 -0.593
C -4.69 1.47 3.26 -0.710
C -3.34 1.71 3.05 -0.760
H -1.40 4.99 -0.90 0.571
H -0.70 5.20 0.70 0.234
H -2.39 4.67 0.53 0.394
H -2.55 3.60 -2.14 0.256
H -3.78 3.13 -4.21 0.448
H -2.84 1.55 -5.87 0.411
H -0.68 0.44 -5.44 0.456
H 0.54 0.89 -3.35 0.395
H 0.49 4.25 -3.54 0.434
H 2.00 6.16 -3.95 0.438
H 3.51 6.95 -2.16 0.409
H 3.51 5.84 0.04 0.451
H 2.01 3.92 0.46 0.351
H 1.51 2.65 2.57 -0.078
H 2.43 4.16 4.29 0.500
H 0.93 5.69 5.52 0.407
H -1.49 5.71 5.02 0.457
H -2.42 4.20 3.32 0.462
H -3.42 2.40 -0.27 0.321
H -5.82 1.99 0.11 0.476
H -6.64 1.39 2.37 0.436
H -5.04 1.21 4.25 0.448
H -2.65 1.64 3.88 0.498
N 1.41 -0.45 3.20 -0.240
C 2.71 -0.06 2.82 0.759
C 3.86 -0.37 3.54 -1.082
C 5.08 0.04 3.03 -0.414
C 5.12 0.75 1.82 -0.902
C 3.93 0.99 1.17 -0.597
N 2.75 0.57 1.65 -0.007
H 1.38 -0.96 4.08 0.291
H 0.79 0.35 3.26 0.115
H 3.80 -0.89 4.48 0.454
H 5.99 -0.17 3.57 0.455
H 6.05 1.10 1.41 0.482
H 3.90 1.52 0.23 0.466
```

Relative energy (zero: lowest compared OMol25 entry of this formula, charge and spin)   0.453 eV
Multiplicity   1
Orbital gap   8.3 eV
Charge   +2



The following is a DFT calculation (ωB97M-V/def2-TZVPD) of a single BrH2O3P molecule in a non-equilibrium geometry.

Geometry as XYZ:
```
7
Properties=species:S:1:pos:R:3:mulliken_charge:R:1
O 0.62 -0.23 -1.22 -0.390
O -0.82 1.60 -0.30 -0.427
O 0.11 -0.44 1.40 -0.451
P -0.77 0.01 -0.43 0.553
Br 0.18 -1.98 2.19 -0.003
H 0.62 -1.14 -1.55 0.342
H 0.06 2.18 -0.09 0.375
```

Relative energy (zero: lowest compared OMol25 entry of this formula, charge and spin)   0.403 eV
SMILES string   OP(O)OBr
Multiplicity   1
Orbital gap   9.2 eV



The following is a DFT calculation (ωB97M-V/def2-TZVPD) of a molecular structure, C16H13F17NO10S2 in a non-equilibrium geometry.

Geometry as XYZ:
```
59
Properties=species:S:1:pos:R:3:mulliken_charge:R:1
O 6.06 -1.86 0.13 -0.685
S 4.72 -1.14 0.12 0.874
O 4.53 -0.39 1.42 -0.623
N 4.76 -0.05 -1.20 -0.378
S 3.32 -0.07 -2.10 1.069
O 2.47 -1.30 -1.96 -0.631
O 3.74 0.01 -3.56 -0.727
C 2.28 1.50 -1.86 0.351
F 1.40 1.53 -2.95 -0.245
F 3.20 2.57 -2.05 -0.214
C 1.62 1.63 -0.41 0.770
F 2.32 2.67 0.26 -0.319
F 1.92 0.46 0.33 -0.234
C 0.08 2.05 -0.37 0.486
F -0.13 2.60 0.94 -0.313
F -0.26 3.07 -1.25 -0.289
C -0.94 0.77 -0.41 0.299
F -0.31 -0.11 -1.34 -0.254
F -0.86 0.27 0.92 -0.293
C -2.39 1.10 -0.91 0.893
F -2.80 2.30 -0.27 -0.299
F -2.29 1.41 -2.30 -0.270
C -3.56 0.05 -0.76 0.415
F -4.64 0.70 -0.08 -0.306
F -4.10 -0.22 -2.05 -0.268
C -3.36 -1.33 -0.03 0.510
F -4.63 -1.99 -0.17 -0.301
F -3.22 -1.25 1.38 -0.269
C -2.31 -2.37 -0.65 0.712
F -2.88 -3.67 -0.49 -0.238
F -2.10 -2.24 -2.02 -0.201
F -1.10 -2.46 0.08 -0.201
H 3.75 -2.12 0.02 0.157
C 6.99 3.94 0.70 -1.445
C 6.34 4.77 -0.38 0.495
C 6.11 6.21 -0.01 -0.545
O 5.02 6.56 -0.85 -0.348
C 4.32 5.41 -1.09 0.607
O 3.25 5.38 -1.61 -0.496
O 5.02 4.32 -0.65 -0.201
H 6.90 2.88 0.48 0.361
H 8.05 4.19 0.81 0.388
H 6.50 4.11 1.67 0.349
H 6.92 4.68 -1.31 0.245
H 6.98 6.84 -0.20 0.299
H 5.80 6.34 1.03 0.309
C -7.31 -3.98 1.31 -1.332
C -6.39 -4.79 2.20 0.568
C -5.34 -5.55 1.45 -0.331
O -5.05 -6.62 2.35 -0.325
C -6.19 -6.83 3.07 0.623
O -6.37 -7.77 3.80 -0.538
O -7.09 -5.83 2.87 -0.376
H -8.19 -3.65 1.87 0.365
H -6.79 -3.10 0.92 0.272
H -7.67 -4.58 0.47 0.365
H -5.95 -4.14 2.96 0.273
H -4.45 -4.96 1.25 0.123
H -5.71 -5.98 0.51 0.319
```

Multiplicity   1
Orbital gap   7.8 eV
Charge   -1